[1]
DFT (the ωB97M-V functional and the def2-TZVPD basis) results for a structure of composition C16H21N2O2W.

Calculated values
HOMO energy (spin up / spin down) (eV): -10.430 / -11.586
Frontier orbital gap (spin up / spin down) (Ha): 0.27179 / 0.30853
⟨S²⟩: 2.02
Energy relative to the best compared isomer or geometry (same formula, charge and spin) (eV): 0.4695

The geometry in ORCA input format:
```
! RIJCOSX wB97M-V def2-TZVPD def2/J DEFGRID3
* xyz 1 3
W -0.712 0.041 0.614
N 0.527 -0.019 -1.377
C 1.554 -1.012 -1.668
C 1.681 -1.487 -2.962
C 2.667 -2.414 -3.268
C 3.533 -2.847 -2.274
C 3.394 -2.364 -0.982
C 2.397 -1.450 -0.653
C 2.207 -0.999 0.746
C 3.257 -0.603 1.543
C 3.040 -0.171 2.863
C 1.774 -0.182 3.399
C 0.692 -0.613 2.609
C 0.901 -0.969 1.272
H -0.131 0.001 -2.153
H 0.955 0.907 -1.355
H 1.016 -1.121 -3.735
H 2.757 -2.788 -4.278
H 4.304 -3.569 -2.501
H 4.047 -2.724 -0.197
H 4.262 -0.586 1.136
H 3.881 0.153 3.461
H 1.616 0.086 4.435
H -0.271 -0.743 3.087
N -4.901 2.568 -0.898
C -3.569 2.172 -0.470
C -3.197 0.873 -1.152
O -4.029 0.425 -2.028
O -2.136 0.265 -0.942
H -4.932 3.498 -1.291
H -5.589 2.507 -0.159
H -4.775 1.093 -2.016
H -3.465 2.025 0.608
H -2.808 2.901 -0.755
C -2.371 -0.373 1.898
H -2.425 -1.475 1.814
H -3.355 -0.023 1.568
H -2.277 -0.149 2.962
C 0.011 2.021 0.750
H -0.349 2.659 -0.065
H 1.106 2.012 0.716
H -0.286 2.475 1.699
*
```

[2]
DFT (the ωB97M-V functional and the def2-TZVPD basis) results for a cluster of 17 separate species, H34O17 in total in a non-equilibrium geometry.

Calculated values
HOMO energy (eV): -8.558
Frontier orbital gap (Ha): 0.28586
Energy relative to the best compared isomer or geometry (same formula, charge and spin) (eV): 3.0358

The geometry in ORCA input format:
```
! RIJCOSX wB97M-V def2-TZVPD def2/J DEFGRID3
* xyz 0 1
O 20.597 3.782 1.285
H 20.316 4.092 2.100
H 20.454 4.449 0.637
O 18.391 0.143 4.809
H 17.724 0.308 4.141
H 18.814 0.990 5.033
O 23.602 0.336 1.568
H 23.129 1.075 1.256
H 24.474 0.563 1.257
O 17.376 0.572 2.336
H 17.188 1.464 2.059
H 16.625 0.041 2.157
O 22.438 3.207 4.710
H 22.819 2.730 5.429
H 21.871 3.818 5.147
O 24.249 3.412 2.565
H 23.671 3.056 3.254
H 23.714 3.955 2.038
O 22.427 2.221 0.073
H 21.758 2.689 0.564
H 23.112 2.837 -0.010
O 19.374 2.503 5.104
H 18.669 3.035 5.491
H 20.091 2.543 5.726
O 19.562 -1.466 2.988
H 18.953 -2.043 2.575
H 19.029 -0.659 3.193
O 22.130 -0.424 4.538
H 21.699 -0.107 3.713
H 22.871 0.165 4.621
O 20.181 4.929 3.897
H 19.883 5.534 4.572
H 20.141 4.027 4.175
O 16.367 2.191 4.318
H 15.825 1.543 3.919
H 16.970 2.502 3.656
O 20.677 1.396 2.867
H 21.290 1.755 3.450
H 19.805 1.712 3.185
O 20.730 0.594 6.774
H 21.096 0.239 5.926
H 20.639 -0.223 7.246
O 17.628 3.464 2.327
H 17.481 4.093 3.041
H 17.667 4.018 1.578
O 18.821 1.997 0.065
H 19.388 2.554 0.568
H 19.247 1.174 0.109
O 22.000 -1.579 2.014
H 22.568 -0.768 1.826
H 21.086 -1.352 1.990
*
```

[3]
DFT (the ωB97M-V functional and the def2-TZVPD basis) results for a structure of composition C4H3LiORu in a non-equilibrium geometry.

Calculated values
HOMO energy (spin up / spin down) (eV): -16.620 / -19.323
Frontier orbital gap (spin up / spin down) (Ha): 0.21518 / 0.26956
⟨S²⟩: 12.04
Energy relative to the best compared isomer or geometry (same formula, charge and spin) (eV): 3.5791

The geometry in ORCA input format:
```
! RIJCOSX wB97M-V def2-TZVPD def2/J DEFGRID3
* xyz 2 7
O -1.225 -0.682 -0.117
C -2.570 -0.784 -0.146
Li -0.563 0.889 0.615
Ru -0.017 -2.028 -0.652
H -2.987 -1.526 0.542
H -3.077 0.038 -0.663
C 3.280 0.502 -0.369
C 2.331 1.341 -0.535
C 1.445 1.694 0.406
H 3.384 0.558 0.918
*
```

[4]
DFT (the ωB97M-V functional and the def2-TZVPD basis) results for the molecule C10H10F2O2 in a non-equilibrium geometry.

Calculated values
HOMO energy (eV): -8.771
Frontier orbital gap (Ha): 0.34969
SMILES string: C=C(O)c1ccccc1[C@H](O)C(F)F

The geometry in ORCA input format:
```
! RIJCOSX wB97M-V def2-TZVPD def2/J DEFGRID3
* xyz 0 1
C 2.529 -1.732 0.468
C 1.410 -1.349 -0.274
O 0.777 -2.270 -1.085
C 0.938 0.043 -0.208
C 1.811 0.993 -0.696
C 1.491 2.336 -0.603
C 0.217 2.682 -0.010
C -0.650 1.708 0.385
C -0.323 0.330 0.294
C -1.470 -0.568 0.819
O -1.244 -1.898 1.101
C -2.835 -0.448 0.015
F -3.403 0.743 0.127
F -2.615 -0.744 -1.359
H 2.935 -2.760 0.320
H 3.077 -0.925 0.996
H 0.400 -1.728 -1.766
H 2.857 0.707 -1.019
H 2.049 3.217 -1.049
H -0.082 3.661 0.089
H -1.555 1.861 1.018
H -1.705 -0.308 1.847
H -1.029 -2.294 0.241
H -3.580 -1.258 0.348
*
```

[5]
DFT (the ωB97M-V functional and the def2-TZVPD basis) results for a structure of composition C23H25FN3O2Ta.

Calculated values
HOMO energy (eV): -15.479
Frontier orbital gap (Ha): 0.31680
Energy relative to the best compared isomer or geometry (same formula, charge and spin) (eV): 0.0000

The geometry in ORCA input format:
```
! RIJCOSX wB97M-V def2-TZVPD def2/J DEFGRID3
* xyz 2 1
Ta 0.315 -0.417 -0.017
O -0.547 -0.579 4.041
C -0.601 -0.444 2.850
N 0.502 -0.490 1.998
C 1.783 -0.586 2.693
C 2.866 -0.333 1.699
C 4.205 -0.240 2.044
C 5.139 -0.008 1.055
C 4.717 0.124 -0.267
C 3.379 0.016 -0.546
N 2.462 -0.205 0.423
C -1.871 -0.162 2.109
C -3.069 0.018 2.758
C -4.184 0.363 2.002
C -4.044 0.533 0.634
C -2.807 0.320 0.051
N -1.737 -0.041 0.774
H 1.907 -1.571 3.151
H 1.826 0.138 3.510
H 4.497 -0.347 3.080
H 6.189 0.071 1.304
H 5.421 0.303 -1.067
H 3.001 0.101 -1.555
H -3.102 -0.096 3.833
H -5.144 0.514 2.478
H -4.880 0.828 0.017
H -2.657 0.451 -1.010
C 1.274 3.165 -0.688
C 0.400 2.394 -1.659
C 1.010 2.300 -3.043
C -1.020 2.921 -1.694
O 0.320 1.003 -1.147
H 1.361 4.198 -1.022
H 2.279 2.742 -0.641
H 0.838 3.170 0.313
H 1.065 3.296 -3.480
H 0.402 1.676 -3.698
H 2.022 1.897 -3.003
H -1.013 3.944 -2.069
H -1.460 2.934 -0.695
H -1.642 2.325 -2.363
F -4.526 -2.955 -0.638
C -3.219 -2.794 -0.758
C -2.729 -2.173 -1.899
C -1.366 -1.977 -2.012
C -0.482 -2.444 -1.015
C 0.966 -2.160 -1.079
C -1.032 -3.062 0.135
C -2.395 -3.245 0.264
H -3.417 -1.865 -2.675
H -0.960 -1.516 -2.906
H 1.359 -1.997 -2.081
H 1.591 -2.844 -0.509
H -0.367 -3.447 0.900
H -2.826 -3.746 1.120
*
```

[6]
DFT (the ωB97M-V functional and the def2-TZVPD basis) results for a structure of composition C33H50BBrN7O5PY in a non-equilibrium geometry.

Calculated values
HOMO energy (eV): -11.235
Frontier orbital gap (Ha): 0.33786
Energy relative to the best compared isomer or geometry (same formula, charge and spin) (eV): 1.6977

The geometry in ORCA input format:
```
! RIJCOSX wB97M-V def2-TZVPD def2/J DEFGRID3
* xyz 1 1
Y -0.259 0.482 0.206
C -0.310 2.232 -3.093
C -1.766 1.829 -3.339
C -2.417 2.748 -4.378
C -2.549 1.864 -2.061
C -3.912 2.140 -1.911
C -4.126 2.160 -0.551
N -2.968 1.891 0.067
N -1.997 1.695 -0.854
B -2.614 2.055 1.567
N -2.301 0.685 2.204
C -3.154 -0.093 2.878
C -2.434 -1.042 3.570
C -1.096 -0.772 3.271
N -1.028 0.255 2.407
C 0.129 -1.333 3.932
C -0.178 -2.587 4.746
C 0.705 -0.254 4.861
N -1.352 2.941 1.611
C -1.275 4.189 2.083
C -0.092 4.754 1.661
C 0.522 3.766 0.886
N -0.239 2.664 0.889
C 1.763 3.891 0.046
C 2.511 2.561 -0.090
C 2.698 4.978 0.585
H 0.221 2.299 -4.041
H 0.193 1.487 -2.468
H -0.273 3.203 -2.600
H -1.785 0.803 -3.725
H -2.511 3.759 -3.986
H -3.410 2.397 -4.650
H -1.811 2.783 -5.281
H -4.629 2.324 -2.683
H -5.027 2.365 -0.009
H -3.500 2.584 2.141
H -4.212 0.073 2.848
H -2.833 -1.812 4.198
H 0.873 -1.579 3.170
H -0.822 -2.344 5.590
H 0.743 -3.005 5.144
H -0.667 -3.341 4.133
H -0.037 0.025 5.604
H 0.981 0.638 4.305
H 1.581 -0.629 5.386
H -2.053 4.607 2.686
H 0.268 5.737 1.875
H 1.433 4.200 -0.958
H 2.791 2.188 0.894
H 3.419 2.704 -0.673
H 1.896 1.809 -0.608
H 2.986 4.761 1.612
H 2.219 5.955 0.560
H 3.593 5.029 -0.033
C 5.179 -3.156 -0.189
C 4.047 -2.453 -0.926
O 3.588 -1.356 -0.140
P 2.059 -1.068 0.282
O 2.359 -0.265 1.654
C 3.388 -0.712 2.563
C 4.646 0.135 2.452
O 1.698 -2.566 0.812
C 0.564 -3.347 0.425
C 0.704 -4.700 1.105
H 5.597 -3.944 -0.808
H 4.817 -3.601 0.734
H 5.964 -2.445 0.047
H 3.234 -3.159 -1.115
H 4.404 -2.057 -1.882
H 3.617 -1.761 2.361
H 2.969 -0.625 3.564
H 4.892 0.318 1.411
H 5.470 -0.400 2.919
H 4.520 1.091 2.954
H 0.564 -3.474 -0.664
H -0.368 -2.841 0.716
H 1.728 -5.050 0.983
H 0.035 -5.424 0.650
H 0.491 -4.619 2.167
Br -6.938 -1.705 -2.033
C -5.136 -1.717 -2.630
C -4.857 -1.887 -3.978
C -3.542 -1.859 -4.411
C -2.513 -1.671 -3.506
C -2.807 -1.501 -2.155
C -4.123 -1.523 -1.710
C -1.746 -1.115 -1.198
O -0.637 -0.707 -1.648
O -1.956 -1.103 0.043
H -5.661 -2.029 -4.683
H -3.330 -1.966 -5.464
H -1.481 -1.643 -3.824
H -4.334 -1.365 -0.664
C 1.816 -2.557 -4.338
C 1.886 -1.620 -3.260
N 1.923 -0.870 -2.396
H 1.580 -2.038 -5.267
H 1.037 -3.289 -4.127
H 2.770 -3.072 -4.451
*
```

| no. | E_tot (Ha) |
| --- | --- |
| 1 | -949.0886 |
| 2 | -1299.4184 |
| 3 | -330.7329 |
| 4 | -737.2038 |
| 5 | -1362.6868 |
| 6 | -5025.6460 |